No. 1
40
Properties=species:S:1:pos:R:3 method="wB97M-V/def2-TZVPD" e_above_lowest_ev=2.218 largest_force_ev_per_a=2.7 total_energy_ev=-24558.3418 smiles="Cc1ccc(C)c(OCN2Cc3ccccc3[C@@H]2C=O)c1" homo_ev=-8.36 total_charge=0
C 4.9666 2.0658 0.6843
C 4.2963 0.7527 0.4414
C 5.0926 -0.3634 0.2136
C 4.5169 -1.6005 -0.1109
C 3.1058 -1.6987 -0.1840
C 2.4673 -3.0523 -0.5625
C 2.2856 -0.5703 0.0516
O 0.9306 -0.7231 -0.0353
C 0.1137 0.4602 0.0388
N -1.2404 0.1831 -0.4028
C -1.9170 -1.0436 0.1054
C -3.2992 -0.5514 0.3060
C -4.3930 -1.2897 0.8042
C -5.6707 -0.6408 0.9140
C -5.8271 0.6940 0.5094
C -4.7304 1.3836 0.0034
C -3.4602 0.7610 -0.0844
C -2.1755 1.3477 -0.5195
C -2.2649 1.8945 -1.9601
O -2.5041 3.0685 -2.2219
C 2.9119 0.6580 0.3265
H 5.9462 1.9936 1.1470
H 4.3392 2.7129 1.3203
H 5.1580 2.5880 -0.2565
H 6.1572 -0.2909 0.3776
H 5.1423 -2.4666 -0.2663
H 3.1752 -3.8787 -0.4116
H 1.5871 -3.2805 0.0073
H 2.1395 -3.0740 -1.6258
H 0.5270 1.2724 -0.5810
H 0.1027 0.8108 1.0850
H -1.8947 -1.8668 -0.6490
H -1.4969 -1.3968 1.0375
H -4.2858 -2.3402 1.1257
H -6.5686 -1.1338 1.2381
H -6.7713 1.2131 0.4939
H -4.8993 2.4212 -0.2662
H -1.9333 2.1857 0.1478
H -2.0221 1.2009 -2.7323
H 2.3928 1.5946 0.4914

No. 2
22
Properties=species:S:1:pos:R:3 method="wB97M-V/def2-TZVPD" e_above_lowest_ev=11.157 largest_force_ev_per_a=4.5 total_energy_ev=-12553.8716 homo_ev=-9.04 total_charge=0
C 0.7863 -0.9251 1.0582
C -0.0262 0.1356 0.1927
C -1.4524 0.3097 0.5817
C -1.8411 1.4116 1.2237
H 0.3549 -1.8154 0.7756
H 0.6944 -0.8735 2.2327
H 0.0240 -0.2584 -0.7177
H -2.0574 -0.5636 0.3912
H -2.5653 1.3274 2.0524
H 0.6017 1.0302 0.0849
H 1.3427 2.3408 -0.9029
H 2.0964 2.2718 -2.4889
O 1.8651 1.7626 -1.6253
H 1.8691 -0.8216 0.8860
H -1.7726 -3.3875 -0.5485
O -1.2211 -2.8264 -0.0472
H -1.1835 2.2970 1.0266
H 1.2210 3.4140 0.4674
O 0.5751 2.8106 0.1597
H -0.5785 -2.4421 -1.0789
H 0.9040 -2.9739 -1.9314
O 0.3633 -2.2236 -1.7918

No. 3
162
Properties=species:S:1:pos:R:3 method="wB97M-V/def2-TZVPD" largest_force_ev_per_a=5.5 total_energy_ev=-189257.4062 homo_ev=-8.02 total_charge=0
C -18.1042 2.4903 20.9638
C -19.3403 1.5805 20.8365
N -19.0937 0.2797 21.4609
C -20.0264 -0.7869 20.9730
C -21.5115 -0.6213 21.2698
C -18.8898 0.3150 22.9036
C -18.7519 -1.0466 23.5700
H -17.3088 2.1252 20.3404
H -17.6792 2.5349 22.0058
H -18.3193 3.5391 20.6907
H -20.2654 2.0657 21.2665
H -19.5593 1.4587 19.7997
H -19.8112 -0.7248 19.8899
H -19.7501 -1.7571 21.3658
H -21.6938 -0.6940 22.3614
H -21.9888 0.3048 21.0018
H -22.1188 -1.3712 20.7517
H -19.7256 0.8438 23.4607
H -17.9901 0.8876 23.1908
H -18.7076 -0.9258 24.6275
H -17.8954 -1.6136 23.1846
H -19.5421 -1.7688 23.3742
C -25.4014 6.2715 12.8226
C -25.4980 5.2734 13.9715
N -24.9194 5.7774 15.3190
C -25.6145 7.0124 15.6893
C -27.1298 6.9343 15.8944
C -25.0386 4.7368 16.2365
C -23.8479 3.7585 16.2388
H -25.6517 5.8786 11.8711
H -24.3522 6.5795 12.7022
H -26.0355 7.1518 13.0289
H -26.5536 4.9409 13.9495
H -24.8891 4.4243 13.6446
H -25.1774 7.2784 16.6815
H -25.3256 7.7329 14.9677
H -27.5504 7.7894 16.3795
H -27.7318 6.7552 14.9966
H -27.2955 6.1068 16.6245
H -25.9737 4.1617 16.2227
H -25.0289 5.1901 17.2591
H -24.1527 2.7064 16.2685
H -23.1470 3.8648 17.1019
H -23.2343 3.9574 15.3348
C -23.5513 -6.3119 13.4178
C -22.1906 -5.4902 13.5641
N -22.3079 -4.5071 14.6119
C -22.2593 -5.1792 15.9561
C -22.7764 -4.3270 17.0709
C -21.1027 -3.6651 14.4589
C -21.1112 -2.2637 15.1208
H -23.5915 -7.0573 12.6011
H -24.3930 -5.6876 13.1834
H -23.6381 -6.8437 14.3505
H -21.3952 -6.1906 13.8302
H -21.9404 -4.9695 12.6288
H -22.9072 -6.0856 16.0040
H -21.2421 -5.5665 16.1470
H -22.6469 -4.8159 18.0381
H -22.3169 -3.3289 17.1606
H -23.8649 -4.1155 16.8870
H -20.9607 -3.4240 13.4379
H -20.2277 -4.2264 14.8665
H -21.9691 -1.6421 14.8054
H -20.3026 -1.5981 14.8045
H -21.0955 -2.1984 16.2204
C -22.2204 5.1050 20.2098
C -22.7829 5.8409 21.4203
C -24.2929 5.6516 21.3341
S -24.5583 3.9393 20.7393
O -25.4093 3.9922 19.5717
O -24.8756 2.9979 21.7630
C -22.8188 3.7424 20.2910
H -21.1239 4.9805 20.1743
H -22.4695 5.7308 19.2838
H -22.5247 6.8824 21.4623
H -22.4987 5.3719 22.3657
H -24.8259 6.3716 20.7456
H -24.7356 5.6189 22.3124
H -22.6864 3.1830 19.4091
H -22.4749 3.1944 21.1498
C -17.8651 1.2131 17.3146
C -18.7705 0.5057 16.2371
C -20.1282 1.1558 16.1515
S -19.8693 2.8383 16.8161
O -20.6401 2.9698 18.0415
O -20.0200 3.8081 15.7647
C -18.0671 2.7003 17.2060
H -16.8613 0.9150 17.0730
H -18.0936 0.8255 18.2940
H -18.7635 -0.5334 16.4658
H -18.3188 0.6889 15.2368
H -20.8830 0.6083 16.6823
H -20.4095 1.2770 15.1086
H -17.8699 3.3068 18.1010
H -17.6215 3.2024 16.3440
C -19.8176 2.9740 11.8740
C -20.0356 4.2553 12.6846
O -21.3863 4.6191 12.4175
S -21.9286 3.7641 11.2204
O -21.6254 4.4411 9.9692
O -23.3055 3.4310 11.4622
O -21.0941 2.5015 11.4589
H -19.4909 2.1232 12.4610
H -19.1035 3.1876 11.0599
H -19.3705 5.0397 12.4391
H -20.0809 4.0957 13.7406
C -15.3446 5.2926 17.3367
C -16.2270 6.0913 16.4390
O -16.9715 6.9762 17.4341
S -17.2203 6.1577 18.6941
O -18.5522 5.5493 18.6214
O -16.8739 7.0225 19.7800
O -16.1305 4.9672 18.5025
H -14.5432 5.8757 17.7076
H -14.9102 4.4164 16.9061
H -16.9481 5.4605 15.9101
H -15.6004 6.6044 15.7289
C -17.0017 -3.8450 12.2494
C -17.4012 -3.7934 10.8252
O -17.6311 -2.3889 10.5306
S -18.4036 -1.8969 11.8591
O -19.7949 -2.0118 11.6188
O -17.8340 -0.6438 12.2108
O -17.9217 -3.0255 12.9365
H -15.9616 -3.5245 12.3439
H -17.1756 -4.8430 12.7686
H -18.3903 -4.2967 10.7597
H -16.6374 -4.1263 10.1144
C -21.1319 6.9053 16.2526
C -21.8515 7.3502 15.0120
O -20.8725 7.3458 13.9777
S -19.5746 7.7679 14.6921
O -19.5431 9.1912 14.8602
O -18.4409 7.1820 14.0412
O -19.7008 7.0627 16.0313
H -21.1819 5.8546 16.5088
H -21.3932 7.4443 17.1701
H -22.3940 8.2818 14.9606
H -22.5490 6.4948 14.9388
C -15.0626 1.2472 12.0381
C -15.0854 0.4334 13.3223
O -16.0177 1.1335 14.2811
S -15.8886 2.6727 13.9337
O -15.0813 3.3551 14.8701
O -17.1866 3.1964 13.7494
O -15.1082 2.5695 12.6030
H -15.8421 1.0810 11.3312
H -14.0830 1.1286 11.6049
H -14.0789 0.3711 13.7345
H -15.4960 -0.5691 13.1870
C -26.5303 -0.1206 18.7576
C -25.6939 0.8491 19.4959
O -24.6145 0.0715 19.9484
S -24.3494 -1.0548 18.8140
O -24.4740 -2.2990 19.5005
O -23.1522 -0.7681 18.0575
O -25.6252 -0.8626 17.8517
H -27.1609 0.5168 18.1235
H -27.0837 -0.8100 19.3852
H -26.2749 1.2485 20.3376
H -25.3923 1.6635 18.8139

No. 4
18
Properties=species:S:1:pos:R:3 method="wB97M-V/def2-TZVPD" e_above_lowest_ev=3.863 largest_force_ev_per_a=4.3 total_energy_ev=-22314.5271 smiles="C=C=C1SC=C[C@@H]1O.C=O" homo_ev=-8.13 total_charge=0
C 2.1555 1.7319 -0.6033
C 0.9970 1.1501 -0.5164
C -0.2671 0.6926 -0.4107
S -1.3263 1.2576 0.8431
C -2.4159 -0.0311 0.3534
C -2.2056 -0.7794 -0.7180
C -0.9090 -0.2560 -1.3102
O -0.0440 -1.3210 -1.6517
H 2.3627 2.4825 -1.3027
H 2.9668 1.2971 -0.0259
H -3.3641 -0.0854 0.9895
H -2.8300 -1.5703 -1.1571
H -1.1313 0.4149 -2.1705
H 0.3929 -1.6401 -0.8073
C 0.3355 -0.5356 2.1630
O -0.3051 -1.3520 1.6131
H 0.4130 -0.3274 3.2411
H 0.9011 0.1505 1.4628